1.
A gas-phase ion, C3H4ClN2O (charge +1), computed with wB97M-V/def2-TZVPD.

The geometry in XYZ format:
```
11
C3H4ClN2O, DFT wB97M-V/def2-TZVPD
C -0.976 -0.701 0.318
C 0.364 1.299 1.146
C 0.847 0.080 -0.905
N -0.626 -1.314 -0.795
N 0.178 0.390 0.289
O -1.777 -0.766 1.172
Cl -1.293 -2.560 -1.648
H 1.167 2.022 1.047
H -0.297 1.353 2.011
H 1.782 -0.464 -0.847
H 0.631 0.662 -1.787
```

## Properties
charge = +1
frontier orbital gap (alpha / beta) = 8.384 / 8.383 eV

=====

2.
A molecular structure, C26H28N4O2PTl, computed with wB97M-V/def2-TZVPD.

The geometry in XYZ format:
```
62
C26H28N4O2PTl, DFT wB97M-V/def2-TZVPD
Tl 1.034 1.051 -0.646
C 1.960 3.688 1.734
C 0.476 3.523 1.883
C -0.194 3.943 3.028
C -1.560 3.744 3.121
C -2.234 3.158 2.060
C -1.508 2.794 0.934
N -0.180 2.952 0.866
C -2.177 2.252 -0.285
C -3.507 2.537 -0.564
C -4.061 2.058 -1.738
C -3.276 1.317 -2.603
C -1.953 1.070 -2.260
N -1.425 1.530 -1.121
C -1.047 0.326 -3.180
C -1.533 -0.630 -4.055
C -0.643 -1.244 -4.927
C 0.690 -0.885 -4.893
C 1.114 0.070 -3.970
C 2.555 0.485 -3.901
N 0.254 0.652 -3.131
H 2.359 4.372 2.479
H 2.202 4.071 0.744
H 2.468 2.727 1.857
H 0.353 4.429 3.824
H -2.102 4.057 4.004
H -3.300 2.995 2.110
H -4.089 3.156 0.102
H -5.088 2.287 -1.991
H -3.672 0.972 -3.547
H -2.581 -0.893 -4.062
H -0.995 -1.984 -5.633
H 1.405 -1.324 -5.577
H 2.922 0.749 -4.893
H 3.183 -0.329 -3.534
H 2.682 1.351 -3.255
O 2.108 -4.026 2.938
C 1.624 -2.977 2.761
O 1.335 -2.504 1.422
C 1.170 -1.874 3.645
C 1.213 -1.942 5.018
C 0.743 -0.834 5.718
C 0.268 0.258 5.015
C 0.271 0.235 3.622
N 0.717 -0.818 2.953
H 1.594 -2.824 5.515
H 0.748 -0.831 6.800
H -0.104 1.131 5.533
H -0.095 1.072 3.040
C 1.447 -3.601 -2.515
P 0.606 -2.647 -1.193
C -0.807 -3.740 -0.802
C 1.742 -3.186 0.177
H 1.646 -4.635 -2.227
H 2.383 -3.116 -2.795
H 0.801 -3.608 -3.393
H -0.511 -4.784 -0.692
H -1.541 -3.668 -1.605
H -1.294 -3.401 0.113
H 1.667 -4.250 0.394
H 0.951 -1.536 1.589
H 2.781 -2.922 -0.014
```

## Properties
charge = +2
frontier orbital gap = 7.825 eV